1.
Entry from OMol25: C16H26AgN2SSb2 as an isolated structure (the ωB97M-V functional and the def2-TZVPD basis).

Structure (XYZ):
```
48
Properties=species:S:1:pos:R:3:forces:R:3:nbo_charge:R:1
Ag 1.49832 0.24310 -0.25605 -0.01 0.09 0.31 0.53
C -1.36679 -2.29248 2.14680 0.28 -0.90 -0.82 -0.96
Sb -0.51100 -1.77751 0.22988 0.24 -0.31 -0.74 0.90
C -0.21158 -3.71127 -0.80119 -0.87 0.29 -0.27 -0.96
C -2.50006 -1.40566 -0.69421 1.81 -0.66 0.75 -0.68
C -2.46532 -0.58546 -1.89466 -0.62 1.50 -1.97 -0.05
C -2.59763 -1.21611 -3.17778 0.03 0.77 1.92 -0.19
C -3.00885 -0.46092 -4.24469 -0.17 -0.69 -1.22 -0.21
C -3.13668 0.90700 -4.15549 -0.51 1.01 -1.14 -0.20
C -2.79911 1.57634 -3.00247 0.90 0.33 0.95 -0.20
C -2.51256 0.86039 -1.82490 -0.21 -1.63 -0.65 -0.06
C -2.31594 1.58256 -0.53924 1.21 0.32 -0.28 -0.72
Sb -0.27220 2.35206 -0.35338 0.21 0.53 0.06 0.90
C -0.15362 4.02473 -1.78076 0.32 0.07 1.44 -0.94
C -0.56414 3.50973 1.50332 0.62 -2.10 -0.46 -0.93
H -1.79196 -1.41763 2.60928 0.03 0.34 0.18 0.24
H -0.70576 -2.85375 2.82821 -0.35 0.33 -0.39 0.25
H -2.18071 -2.91680 1.76440 -0.02 -0.14 0.62 0.23
H -1.19499 -4.17652 -0.99772 0.33 0.23 0.36 0.23
H 0.39070 -4.41060 -0.24633 0.23 -0.13 0.37 0.23
H 0.23744 -3.59794 -1.79639 0.06 0.41 0.35 0.24
H -3.06242 -0.95216 0.08914 -0.57 0.19 0.60 0.23
H -2.83846 -2.41816 -0.87243 -0.24 -0.10 -0.07 0.24
H -2.46545 -2.29091 -3.23949 -0.18 0.04 -0.07 0.21
H -3.25788 -0.93413 -5.20653 0.22 0.12 0.55 0.23
H -3.54258 1.44774 -5.03860 0.62 -0.29 0.75 0.23
H -2.62085 2.66658 -2.96389 -0.76 -0.55 -0.18 0.21
H -2.43806 0.96215 0.33764 -0.20 0.02 0.22 0.23
H -2.85766 2.50655 -0.44995 -0.74 0.13 0.02 0.24
H -0.98167 4.71599 -1.58989 0.01 -0.27 -0.27 0.23
H -0.15157 3.61074 -2.77775 0.04 0.14 -0.26 0.24
H 0.78311 4.58681 -1.53919 -0.63 -0.67 -0.38 0.25
H -1.11115 4.33974 1.13960 -0.65 0.94 0.23 0.23
H 0.43130 3.76998 1.87332 -0.36 0.08 0.06 0.24
H -1.11255 2.83720 2.20602 0.37 0.85 -0.47 0.23
C 4.00963 0.89539 3.47830 0.01 -0.11 1.93 -0.41
N 4.08656 -0.38446 2.79610 -0.44 -2.32 -0.59 -0.35
C 4.13256 -1.70483 3.34743 0.67 1.46 -0.42 -0.08
C 4.28544 -2.54183 2.27803 -0.76 -1.19 1.00 -0.06
N 4.20570 -1.82983 1.10816 0.00 2.07 1.63 -0.53
C 4.08483 -0.50615 1.44639 -0.02 0.02 0.24 0.25
S 3.95436 0.80593 0.40939 -0.60 0.30 -0.97 -0.32
H 4.16168 0.80389 4.62059 -0.06 -0.26 -1.97 0.23
H 3.04459 1.40413 3.34805 0.28 -0.30 -0.30 0.23
H 4.80926 1.47345 3.05148 0.15 0.65 0.10 0.24
H 4.16052 -1.73910 4.44792 0.01 -0.69 -0.95 0.25
H 4.32565 -3.62452 2.22654 0.13 0.30 0.31 0.24
H 4.12749 -2.13344 0.15698 0.19 -0.26 -0.11 0.45
```
Forces are in eV/Å.

Calculated values
Frontier orbital gap: 8.0 eV
Strongest force on any atom: 2.637 eV/A
Net charge: +1
ΔE to the lowest compared entry with this formula, charge and spin: 0.0 kcal/mol

2.
Entry from OMol25: C28H36CuN2Si2 as an isolated structure (the ωB97M-V functional and the def2-TZVPD basis).

Structure (XYZ):
```
69
Properties=species:S:1:pos:R:3:forces:R:3:nbo_charge:R:1
Cu 0.39833 -0.35485 -0.07590 0.03 0.09 0.06 1.07
C -4.93845 -2.39938 1.55245 0.00 -0.04 -0.01 -1.10
Si -3.32938 -3.31371 1.21500 0.01 0.10 0.04 1.62
C -2.78113 -4.13738 2.81579 -0.03 -0.03 -0.04 -1.10
C -3.70359 -4.68222 -0.02985 0.01 0.02 0.02 -1.10
C -2.06154 -2.20100 0.60799 -0.01 -0.13 -0.03 -0.80
C -1.13225 -1.45753 0.31425 0.05 -0.04 -0.04 -0.33
H -5.71993 -3.07744 1.90872 -0.02 0.01 0.01 0.21
H -5.29150 -1.90581 0.64507 -0.01 0.00 -0.02 0.23
H -4.77904 -1.62387 2.30320 0.01 0.01 0.02 0.24
H -3.54527 -4.82105 3.19825 0.00 -0.01 0.02 0.21
H -2.57154 -3.38230 3.57513 0.00 0.03 0.01 0.24
H -1.85984 -4.70011 2.65275 0.01 -0.02 0.00 0.23
H -4.48196 -5.35712 0.33745 -0.01 -0.01 0.00 0.21
H -2.80371 -5.26745 -0.22928 0.01 -0.01 0.00 0.23
H -4.03646 -4.25306 -0.97686 -0.01 0.01 -0.02 0.23
C 1.88089 1.11325 3.58516 -0.02 0.01 0.05 -1.13
Si -0.00847 1.13478 3.70890 0.02 -0.01 -0.10 1.82
C -0.38882 2.11405 5.30746 0.02 -0.02 0.01 -1.13
C -0.52802 -0.64134 4.09197 -0.01 0.05 0.02 -1.12
N -0.73348 1.63406 2.30149 0.06 -0.06 -0.06 -1.15
C -1.33722 2.71623 1.82246 0.00 0.07 0.00 0.23
C -2.00538 2.67192 0.55889 0.00 -0.04 0.00 -0.24
C -2.66378 3.75936 0.02880 -0.02 0.03 -0.06 -0.23
C -2.71011 4.98809 0.69460 0.00 0.01 0.02 -0.35
C -2.05666 5.07473 1.92147 -0.02 0.05 -0.02 -0.22
C -1.39243 3.99223 2.46845 0.03 -0.02 0.05 -0.33
H 2.34579 0.73679 4.50337 0.02 -0.01 0.00 0.20
H 2.26317 2.11941 3.39289 0.00 0.03 0.01 0.22
H 2.18875 0.47791 2.75270 0.01 0.00 -0.01 0.24
H -0.05422 1.55173 6.18642 0.00 0.01 0.02 0.20
H -1.46195 2.29767 5.40588 -0.03 -0.01 0.00 0.22
H 0.11430 3.08467 5.31676 0.02 0.02 0.00 0.21
H -0.05644 -1.02681 5.00240 0.01 -0.02 0.00 0.20
H -0.26993 -1.28865 3.25141 -0.01 -0.01 -0.02 0.25
H -1.61401 -0.69238 4.21183 -0.02 0.01 0.02 0.22
H -1.98365 1.72631 0.02698 0.00 0.00 -0.01 0.20
H -3.15088 3.65305 -0.93682 0.01 0.00 0.01 0.19
H -3.22643 5.84089 0.26865 0.00 0.00 0.00 0.18
H -2.05875 6.01692 2.46601 0.00 0.00 -0.01 0.17
H -0.88751 4.10519 3.42217 0.00 -0.01 0.00 0.19
N 1.38726 1.02881 -0.99026 -0.07 0.09 0.26 -0.78
C 1.08126 1.89857 -1.83393 -0.04 -0.01 -0.20 0.16
C 2.05406 3.02431 -2.13453 0.03 -0.06 0.06 -0.08
C 2.29898 3.50090 -3.41883 -0.01 0.01 -0.02 -0.16
C 3.26705 4.47173 -3.64716 0.00 0.00 0.01 -0.25
C 3.98971 4.99502 -2.58452 0.02 0.03 -0.02 -0.25
C 3.74409 4.53232 -1.29594 -0.01 -0.01 0.01 -0.23
C 2.79198 3.55053 -1.07597 0.02 0.02 -0.03 -0.17
C -0.21015 1.93154 -2.63125 0.02 -0.05 0.02 -0.09
C -0.85128 0.73460 -2.94347 0.04 0.03 0.00 -0.13
C -2.05476 0.72663 -3.62956 -0.01 -0.02 0.00 -0.24
C -2.64333 1.92290 -4.02002 -0.03 0.01 -0.01 -0.24
C -2.01971 3.12293 -3.70903 -0.01 -0.02 0.01 -0.23
C -0.81319 3.12449 -3.02308 -0.01 0.01 0.03 -0.20
H 1.72915 3.10242 -4.25077 0.00 0.00 0.00 0.20
H 3.45398 4.81971 -4.65728 0.01 0.01 0.00 0.19
H 4.73806 5.76048 -2.75737 0.00 0.00 0.00 0.19
H 4.29869 4.93956 -0.45826 0.01 0.01 0.00 0.20
H 2.60007 3.15434 -0.08660 -0.01 -0.01 0.00 0.24
H -0.39759 -0.19366 -2.61613 -0.01 0.00 0.00 0.22
H -2.54196 -0.21697 -3.84557 0.00 0.00 0.00 0.20
H -3.59125 1.91954 -4.54606 0.00 0.00 0.00 0.19
H -2.48605 4.06439 -3.97605 -0.01 0.00 -0.01 0.20
H -0.35345 4.06771 -2.75446 0.02 -0.01 0.00 0.22
C 1.86406 -1.47959 0.76353 -0.09 -0.06 -0.07 -0.99
H 2.78967 -0.90987 0.68939 0.01 0.02 0.00 0.18
H 1.91362 -2.40790 0.19162 0.02 -0.02 -0.02 0.17
H 1.58892 -1.69166 1.79562 0.01 0.01 0.04 0.18
```
Forces are in eV/Å.

Calculated values
Frontier orbital gap (alpha / beta): 5.3 / 5.3 eV
Strongest force on any atom: 0.282 eV/A
Spin multiplicity: 2
Net charge: -2

Among the records above, which one has the highest strongest force on any atom? C16H26AgN2SSb2

Which of these has the lowest net charge? C28H36CuN2Si2

The highest strongest force on any atom belongs to which entry? C16H26AgN2SSb2

Which value of strongest force on any atom does entry 1 give? 2.637 eV/A